1.
Density functional theory data (wB97M-V/def2-TZVPD) for 13 unconnected molecules or ions with the total composition C47H120O13 in a non-equilibrium geometry.

The geometry in XYZ format:
```
180
C47H120O13 wB97M-V/def2-TZVPD
O -12.9634 3.8406 36.5707
O -3.7542 1.3753 35.4034
O -0.9847 2.8328 31.3269
O -10.1270 4.1883 25.7917
O -7.1178 8.9709 31.4543
O -17.1014 2.1596 30.5431
O -8.9008 7.2004 36.8960
O -4.3694 -2.1321 29.8068
O -12.7889 -1.3024 28.1856
O -8.5059 1.5906 31.7429
O -15.7018 -1.2439 34.3082
O -5.6281 3.7740 27.2834
O -11.4443 6.9158 27.8350
C -3.1716 3.2344 30.5343
C -5.3021 6.1725 26.8174
C -5.3658 5.0296 27.8417
C -3.1123 1.2580 34.1245
C -13.4577 3.7040 37.9367
C 1.2099 2.6740 32.1708
C -14.8690 -0.5927 27.1459
C -12.8897 2.8637 34.3214
C -12.5286 7.9144 29.6218
C -4.7348 2.3802 35.5518
C -18.0500 1.2388 30.1390
C -11.0715 5.7670 29.8835
C -7.6209 7.7329 31.7890
C -15.8849 1.8763 29.9200
C -5.4607 2.1693 36.9339
C -7.5016 6.7879 30.5394
C -10.8511 1.3907 31.4250
C -14.4656 -0.1852 32.6099
C -9.1721 4.0467 26.7897
C 0.1409 2.0305 31.2443
C -8.3734 6.0191 36.3269
C -4.6304 -0.2191 28.5847
C -9.0503 5.8351 34.9880
C -1.8939 2.4774 30.2896
C -6.7307 3.1191 30.5795
C -1.7648 0.6130 34.4508
C -19.4286 1.5109 30.9380
C -16.0279 -0.7016 35.5509
C -10.5788 -0.5490 27.9430
C -11.2699 7.1199 29.2249
C -5.3892 -1.3159 29.2953
C -11.9072 -0.7609 27.2649
C -16.6815 0.6850 35.5135
C -14.3462 -0.9451 33.9335
C -14.9704 3.0664 30.1846
C -14.0433 -1.8174 27.6204
C -6.9300 6.2366 36.2663
C -3.3928 2.8986 26.7342
C -10.0274 5.3572 25.0213
C -9.5885 2.7886 27.6109
C -4.7479 3.2793 26.3072
C -9.6630 2.3543 31.4021
C -7.3280 2.4240 31.8475
C -11.2331 5.6474 24.1199
C -12.4901 4.6724 38.6959
C -6.2024 -0.7754 30.5314
C -13.5924 2.9774 35.6941
H -8.7977 5.0172 34.3132
H -4.7855 1.9469 37.7601
H -1.0889 1.0486 35.1867
H -15.4425 0.9609 30.3128
H -5.3754 2.4933 34.6772
H -13.9510 2.9746 29.8099
H -8.7247 2.3504 28.1108
H -12.7056 4.6507 39.7642
H -10.0982 5.5854 35.1547
H -11.7823 -1.4660 26.4431
H -3.1066 2.2282 33.6278
H -6.0711 3.9555 30.8109
H -14.8450 -0.7412 31.7525
H -2.1674 1.4247 30.3600
H 1.3953 3.6870 31.8137
H -2.8321 3.7254 27.1702
H -6.4322 5.4261 35.7338
H -9.1931 4.9404 27.4134
H -1.6561 2.7190 29.2536
H -17.4387 0.7796 34.7351
H -10.0766 2.0743 26.9478
H -13.7842 -0.4543 34.7281
H -3.9431 -0.5590 27.8099
H -7.5896 3.4627 30.0030
H -4.6913 -2.6245 30.5654
H -2.9198 4.2947 30.5115
H -11.9057 2.4046 34.4169
H -3.6052 0.5736 33.4340
H -11.4385 4.3856 38.6956
H -10.6282 0.4497 30.9219
H -17.7397 0.2072 30.3052
H -9.2152 5.2929 24.2972
H -8.6944 7.8136 31.9600
H -8.1948 7.0920 29.7551
H -6.0778 2.9848 37.3112
H -12.7969 3.7429 33.6838
H -12.1323 5.6687 24.7357
H -6.2357 2.4537 29.8722
H -13.6716 2.0202 36.2095
H -8.3984 7.9755 36.6343
H -12.3281 8.9235 29.2617
H -3.9309 2.8956 29.8295
H -7.5610 3.1987 32.5781
H -15.4565 3.9807 29.8441
H 0.6936 1.9900 30.3057
H -14.6206 3.3246 35.5920
H -7.2333 7.2675 32.6953
H -9.7967 -0.3059 27.2238
H -13.9001 -2.5579 26.8335
H -13.1403 2.7493 38.3560
H -13.4828 7.6747 29.1525
H -13.3988 2.1474 33.6766
H -10.3842 7.7272 29.4116
H -15.1236 0.6832 32.6381
H -5.9978 -1.9702 28.6710
H -10.4245 3.0604 28.2553
H -5.2231 2.3101 26.1558
H -14.7283 3.0490 31.2473
H -12.2069 0.1032 26.6719
H -11.1409 6.6351 23.6682
H -10.1157 5.2758 29.7008
H -0.1952 1.0683 31.6308
H -14.5541 -2.2884 28.4603
H -20.2129 0.8004 30.6767
H -14.7217 -0.3772 26.0876
H -1.9893 -0.3264 34.9560
H -14.5437 3.7876 37.9786
H -10.7136 0.2363 28.6868
H -13.9027 -1.9271 33.7692
H -3.4996 2.2833 27.6275
H -16.0535 1.9001 28.8434
H -6.3397 5.1284 28.3212
H -6.1523 1.3386 36.7930
H -4.6565 3.8888 25.4081
H 2.1337 2.1006 32.2475
H -4.5578 5.0432 28.5733
H -4.3657 3.4058 35.5489
H -10.1823 -1.3969 28.5015
H -6.5445 6.2164 37.2856
H -11.4013 4.8830 23.3613
H -3.5432 2.9098 31.5062
H -8.6307 5.1905 36.9867
H -6.1613 8.9921 31.3751
H -11.9093 7.6387 27.4075
H -6.0874 6.2177 26.0629
H -6.6617 7.1422 35.7222
H -15.1459 -0.7145 36.1912
H -19.7237 2.5418 30.7423
H -15.9191 -0.7609 27.3847
H -11.6831 1.8598 30.8998
H -5.3190 0.4197 28.0316
H -9.8577 3.1494 32.1218
H -19.1888 1.4757 32.0007
H -2.8290 2.3891 25.9528
H -8.9836 6.7525 34.4032
H 0.8344 2.8284 33.1824
H -4.3024 6.0985 26.3894
H -9.8833 6.2746 25.5921
H -6.4609 6.8141 30.2164
H -12.4213 5.7268 38.4284
H -15.8222 1.3368 35.3560
H -7.0854 -0.1981 30.2573
H -18.1436 1.3411 29.0578
H -4.0634 0.2940 29.3614
H -6.4820 1.9202 32.3150
H -14.4827 0.2797 27.6729
H -9.6299 2.7443 30.3848
H -5.5644 -0.1227 31.1273
H -16.7289 -1.4485 35.9237
H -12.5860 8.1009 30.6942
H -6.5908 -1.5266 31.2191
H -8.2053 3.8054 26.3480
H -11.7676 4.9636 29.6424
H -13.4464 0.0454 32.2997
H -17.1133 1.0355 36.4509
H -7.7786 5.7683 30.8074
H -1.2255 0.2272 33.5858
H -11.0581 5.8249 30.9719
H -11.1680 1.0652 32.4158
H -5.2681 7.0949 27.3972
```

* Kohn-Sham gap: 9.8 eV
* ΔE to the lowest compared entry with this formula, charge and spin: 2.8777 eV
* lowest unoccupied orbital energy: 0.4 eV


2.
Density functional theory data (wB97M-V/def2-TZVPD) for a gas-phase ion, C6H13N4O (charge +1) in a non-equilibrium geometry.

The geometry in XYZ format:
```
24
C6H13N4O wB97M-V/def2-TZVPD
O -1.9352 -1.1881 -0.1047
N -0.5284 -0.9524 -0.2156
N -3.1951 2.0185 0.1334
N -0.8625 1.4073 -0.0287
N 0.0760 -1.8705 0.7366
C 1.4133 0.4491 0.0546
C 1.8556 1.5964 -0.7913
C 1.8443 0.7230 1.4858
C -2.5133 -1.4550 -1.3663
C -2.1063 1.7026 0.0394
C -0.1218 0.4303 0.0577
H -0.7059 -2.0182 1.4777
H 1.6473 1.4059 -1.8969
H 1.4372 2.5101 -0.5032
H 1.2659 1.5284 1.9445
H 0.9180 -1.3705 1.0847
H 2.7665 1.1285 1.4508
H -1.7793 -1.5460 -2.1644
H 0.3357 -2.8197 0.4086
H 2.9662 1.7004 -0.9184
H 1.8104 -0.1819 2.2404
H 1.7992 -0.4030 -0.4246
H -3.2967 -2.2627 -1.1817
H -3.0910 -0.5327 -1.5184
```

* SMILES string: CON([NH3+])/C(=N\C#N)C(C)C
* Kohn-Sham gap: 9.6 eV
* ΔE to the lowest compared entry with this formula, charge and spin: 6.0593 eV
* total charge: +1
* lowest unoccupied orbital energy: -4.2 eV


3.
Density functional theory data (wB97M-V/def2-TZVPD) for a molecular structure, C6H7NO2 in a non-equilibrium geometry.

The geometry in XYZ format:
```
16
C6H7NO2 wB97M-V/def2-TZVPD
O -0.0865 0.2089 1.9661
O -0.8483 -0.7556 -0.2715
N 1.0898 -0.4411 1.5552
C 1.3487 -0.8342 0.3536
C -0.6008 0.6109 -0.2527
C 0.3959 0.0487 -2.1403
C -1.0505 1.0458 1.1626
C -0.4765 1.0186 -1.7778
C 0.3596 -0.9753 -0.8542
H 0.4816 -2.0049 -1.1529
H -1.1450 1.7220 -2.4377
H 0.7336 -0.0652 -3.2244
H -2.0334 0.6871 1.6025
H -0.8022 2.1002 1.4779
H 0.3918 0.8575 0.0048
H 2.3661 -1.3224 0.3396
```

* Kohn-Sham gap: 10.1 eV
* ΔE to the lowest compared entry with this formula, charge and spin: 7.2213 eV
* lowest unoccupied orbital energy: 0.9 eV


4.
Density functional theory data (wB97M-V/def2-TZVPD) for C2H3N3 in the gas phase in a non-equilibrium geometry.

The geometry in XYZ format:
```
8
C2H3N3 wB97M-V/def2-TZVPD
N 1.2332 0.8458 0.2564
N 1.5044 -0.3827 0.0104
N 0.3184 -1.0030 -0.3283
C -0.1285 1.0404 0.1809
C -0.6960 -0.1176 -0.2121
H -1.6899 -0.4837 -0.4095
H 0.0637 -1.8748 0.0914
H -0.6053 1.9757 0.4108
```

* SMILES string: c1c[nH]nn1
* Kohn-Sham gap: 11.0 eV
* ΔE to the lowest compared entry with this formula, charge and spin: 1.2419 eV
* lowest unoccupied orbital energy: 0.9 eV


5.
Density functional theory data (wB97M-V/def2-TZVPD) for a molecular structure, C6H12BeN4O14 in a non-equilibrium geometry.

The geometry in XYZ format:
```
37
C6H12BeN4O14 wB97M-V/def2-TZVPD
O 4.5593 1.9494 3.4672
O -6.0909 -0.8275 -1.2294
O -4.0676 -0.4355 -0.7001
O -1.1110 1.4331 6.9632
O -3.1453 0.6868 6.8582
O -1.6981 0.1450 5.3251
O 0.4082 5.2683 -0.8293
O -1.2450 4.9477 -2.0576
O 1.7309 0.2334 -3.3837
O -0.3271 7.0094 -1.8678
O 6.5533 2.5937 2.7100
O -4.7134 -2.5380 -0.7656
O 5.0590 1.4754 1.3968
O -0.1755 -3.9646 1.2120
N -1.0525 -5.5435 -0.0424
N -1.7284 -5.4657 1.9728
N 1.4261 0.6520 -5.5462
N 3.4292 0.7352 -4.7581
C -0.4433 5.7146 -1.5267
C -1.9526 0.8466 6.3441
C -4.9591 -1.2353 -0.8224
C 5.3374 2.0727 2.5246
C 2.1772 0.5434 -4.4872
C -0.8575 -4.9769 1.0993
Be 0.5556 0.9701 1.2691
H -3.7613 -2.6201 -0.8567
H -0.9157 7.2624 -2.5828
H 1.7556 1.1361 -6.3691
H -0.8104 -5.0513 -0.8905
H 0.5453 0.3906 -5.1266
H 3.7132 1.0232 -5.6835
H -1.5560 -6.4120 -0.1537
H -2.3267 -6.2065 1.6361
H 4.0467 0.8205 -3.9633
H -3.2394 -0.0222 6.2178
H -2.0323 -4.9608 2.7930
H 6.9122 2.3502 1.8536
```

* Kohn-Sham gap: 1.9 eV
* ΔE to the lowest compared entry with this formula, charge and spin: 10.8381 eV
* total charge: -2
* lowest unoccupied orbital energy: -1.3 eV


6.
Density functional theory data (wB97M-V/def2-TZVPD) for 2 unconnected molecules or ions with the total composition C10H19O2S3 in a non-equilibrium geometry.

The geometry in XYZ format:
```
34
C10H19O2S3 wB97M-V/def2-TZVPD
S 0.1260 -3.4761 0.8145
S 2.2146 2.5884 -1.7688
S 0.0021 -0.9611 2.4366
O -1.5751 1.9702 -2.0909
O -0.2957 2.4034 -0.2640
C 2.4538 1.3226 -0.4888
C 3.3459 1.9904 -3.0569
C 0.0349 -4.2426 2.4651
C -0.7946 -3.4426 3.4557
C -0.3807 2.1960 -1.4802
C 0.7242 2.1590 -2.4109
C 0.5273 -1.8742 1.1274
C -0.0538 -2.1631 3.8063
C -3.9259 1.6459 -1.8391
C -2.6409 1.9812 -1.1229
H -4.2302 2.4583 -2.5062
H -0.5468 -1.6167 4.6208
H 4.3586 2.1058 -2.6595
H 1.0685 -4.3544 2.8120
H 3.5038 1.3885 -0.1811
H -4.7205 1.5008 -1.1014
H -0.3992 -5.2346 2.2792
H 0.9867 -2.3680 4.0799
H -2.7065 2.9776 -0.6685
H -2.4385 1.2345 -0.3462
H 1.0733 -1.3499 0.3473
H -0.9043 -4.0365 4.3682
H 2.2314 0.3381 -0.9122
H 3.1169 0.9448 -3.2791
H -3.8382 0.7294 -2.4295
H -1.7911 -3.2308 3.0601
H 1.7717 1.5584 0.3310
H 0.5058 2.2271 -3.4672
H 3.1965 2.6301 -3.9307
```

* Kohn-Sham gap: 3.6 eV
* ΔE to the lowest compared entry with this formula, charge and spin: 0.1210 eV
* total charge: +1
* lowest unoccupied orbital energy: -6.0 eV